Density functional theory data (ωB97M-V/def2-TZVPD) for a structure of composition C39H49AsFeN8OP2.

Properties
E (hartree): -6210.1273
LUMO energy (alpha / beta) (eV): -8.567 / -10.766
Energy relative to the best compared isomer or geometry (same formula, charge and spin) (kJ/mol): 181.1
Spin multiplicity: 6
Strongest force on any atom (eV/A): 3.157
Charge: +3

Each line ends with the Mulliken spin population.
Element x y z (Å)
Fe1 -0.023 -0.315 0.559  4.28
C1 0.105 -2.149 4.756  0.00
C2 -0.385 -1.287 3.772  0.01
N1 0.429 -0.713 2.905  0.05
C3 1.748 -0.928 3.021  0.05
C4 2.217 -1.804 4.006  0.01
N2 1.393 -2.413 4.833  0.00
C5 2.611 -0.151 2.118  0.00
C6 4.000 -0.136 2.204  -0.01
C7 4.732 0.750 1.411  0.00
C8 4.017 1.624 0.594  -0.01
C9 2.629 1.534 0.546  -0.02
N3 1.950 0.632 1.260  0.06
C10 1.804 2.518 -0.153  0.04
C11 2.317 3.570 -0.926  0.00
N4 1.548 4.548 -1.348  0.00
C12 0.274 4.538 -1.010  0.00
C13 -0.269 3.449 -0.330  0.01
N5 0.482 2.431 0.061  0.02
C14 6.202 0.818 1.475  0.00
C15 6.942 1.198 0.354  0.00
C16 8.324 1.278 0.459  0.00
N6 8.922 0.991 1.586  0.00
C17 8.274 0.628 2.661  0.00
C18 6.888 0.527 2.656  0.00
H1 -0.536 -2.624 5.486  0.00
H2 -1.440 -1.067 3.681  0.00
H3 3.264 -2.024 4.138  0.00
H4 4.515 -0.797 2.879  0.00
H5 4.534 2.393 0.049  0.00
H6 3.352 3.628 -1.219  0.00
H7 -0.317 5.402 -1.276  0.00
H8 -1.318 3.419 -0.079  0.00
H9 6.469 1.410 -0.590  0.00
H10 8.948 1.567 -0.374  0.00
H11 8.862 0.401 3.540  0.00
H12 6.373 0.263 3.565  0.00
C19 0.964 0.977 -2.924  0.04
P1 -0.189 0.079 -1.824  0.02
C20 -1.640 1.204 -1.912  0.01
N7 -1.695 2.062 -2.882  0.01
C21 -2.608 3.031 -2.938  0.00
C22 -2.643 3.981 -3.972  0.00
C23 -3.613 4.949 -3.971  0.00
C24 -4.566 5.020 -2.938  0.00
C25 -4.549 4.130 -1.897  0.00
C26 -3.577 3.117 -1.865  0.00
N8 -3.474 2.242 -0.862  0.01
C27 -2.568 1.318 -0.827  0.00
P2 -2.375 0.302 0.709  0.05
C28 -2.216 1.647 1.956  0.05
C29 -4.170 -0.296 1.009  0.06
C30 -4.723 -0.944 -0.257  0.01
C31 -4.045 -1.339 2.120  0.03
C32 -5.076 0.852 1.439  0.01
C33 -0.700 -1.395 -2.898  0.02
C34 -1.343 -0.970 -4.213  0.00
C35 -1.699 -2.205 -2.077  0.04
C36 0.577 -2.193 -3.155  0.02
H13 0.639 0.901 -3.959  0.01
H14 1.961 0.547 -2.824  0.00
H15 0.996 2.028 -2.648  0.00
H16 -1.909 3.915 -4.760  0.00
H17 -3.649 5.672 -4.770  0.00
H18 -5.321 5.789 -2.971  0.00
H19 -5.270 4.183 -1.095  0.00
H20 -2.879 2.476 1.717  0.01
H21 -1.178 1.982 1.992  -0.01
H22 -2.481 1.252 2.936  0.01
H23 -4.140 -1.814 -0.550  0.00
H24 -4.763 -0.237 -1.084  0.00
H25 -5.741 -1.282 -0.071  0.00
H26 -3.376 -2.147 1.820  -0.01
H27 -5.021 -1.767 2.336  0.00
H28 -3.673 -0.892 3.041  0.00
H29 -5.030 1.680 0.734  0.00
H30 -4.844 1.211 2.438  0.00
H31 -6.105 0.495 1.452  0.00
H32 -2.247 -0.382 -4.058  0.00
H33 -1.623 -1.863 -4.769  0.00
H34 -0.658 -0.405 -4.838  0.00
H35 -2.582 -1.600 -1.876  0.00
H36 -1.257 -2.516 -1.126  -0.03
H37 -2.014 -3.086 -2.633  0.00
H38 1.263 -1.654 -3.804  0.00
H39 0.328 -3.125 -3.659  0.00
H40 1.082 -2.419 -2.212  -0.01
C37 1.679 -4.792 2.157  0.01
As1 0.461 -4.116 0.802  0.00
C38 0.840 -5.070 -0.845  0.01
C39 -1.351 -4.573 1.343  0.00
O1 0.569 -2.459 0.595  0.10
H41 1.744 -5.871 2.016  0.00
H42 1.310 -4.594 3.164  0.00
H43 2.674 -4.359 2.035  0.00
H44 0.819 -6.137 -0.626  0.00
H45 1.823 -4.799 -1.230  0.00
H46 0.078 -4.840 -1.589  0.00
H47 -1.417 -5.654 1.447  0.00
H48 -2.058 -4.244 0.578  0.00
H49 -1.587 -4.107 2.303  0.00

=====

Density functional theory data (ωB97M-V/def2-TZVPD) for a structure of composition C31H31IMoN5O5Se.

Properties
E (hartree): -4617.4150
LUMO energy (alpha / beta) (eV): 1.997 / 1.998
Energy relative to the best compared isomer or geometry (same formula, charge and spin) (kJ/mol): 130.9
Spin multiplicity: 1
Strongest force on any atom (eV/A): 1.954
Charge: -1

Each line ends with the Löwdin charge.
Element x y z (Å)
Mo1 0.502 -1.826 0.789  1.27
O1 0.047 -0.312 2.269  -0.41
C1 -0.022 -0.493 3.654  -0.32
C2 -0.491 -1.893 4.041  -0.17
C3 -1.714 -2.277 3.186  -0.14
C4 -1.518 -3.462 2.284  -0.27
C5 -1.803 -4.744 2.747  -0.02
C6 -1.821 -5.806 1.863  -0.05
C7 -1.602 -5.558 0.515  -0.06
C8 -1.253 -4.281 0.133  -0.27
N1 -1.137 -3.258 1.004  -0.06
H1 1.303 0.344 2.183  0.06
H2 -0.736 0.238 4.064  0.12
H3 0.942 -0.294 4.148  0.11
H4 -0.727 -1.918 5.106  0.11
H5 0.321 -2.608 3.878  0.11
H6 -1.967 -1.426 2.549  0.11
H7 -2.577 -2.498 3.818  0.11
H8 -2.046 -4.877 3.793  0.12
H9 -2.025 -6.810 2.214  0.11
H10 -1.651 -6.339 -0.228  0.11
H11 -1.030 -4.043 -0.897  -0.02
O2 7.139 1.595 2.670  -0.03
C9 6.319 2.296 2.061  -0.70
O3 6.426 3.389 1.483  -0.04
C10 4.882 1.702 2.026  -0.06
C11 3.809 2.492 1.624  0.02
C12 2.530 1.979 1.665  -0.03
N2 2.326 0.708 2.026  0.13
C13 3.349 -0.104 2.372  -0.10
C14 4.635 0.383 2.413  0.08
C15 3.011 -1.556 2.675  -0.54
O4 3.655 -2.185 3.487  0.10
O5 2.009 -2.024 1.980  -0.32
H12 4.008 3.503 1.297  0.12
H13 1.644 2.547 1.412  0.13
H14 5.452 -0.248 2.730  0.13
I1 1.850 -3.791 -0.729  0.10
C16 -4.585 0.286 -1.964  -0.05
N3 -3.363 0.453 -2.718  -0.07
C17 -2.502 -0.566 -2.981  -0.80
Se1 -2.686 -2.297 -2.479  0.63
N4 -1.488 -0.032 -3.709  0.13
C18 -1.682 1.322 -3.907  -0.18
C19 -0.950 2.278 -4.585  -0.01
C20 -1.462 3.567 -4.611  -0.09
C21 -2.667 3.880 -3.983  -0.09
C22 -3.405 2.917 -3.309  -0.02
C23 -2.890 1.633 -3.279  -0.16
H15 -5.286 -0.340 -2.517  0.09
H16 -5.021 1.265 -1.785  0.08
H17 -4.364 -0.201 -1.015  0.07
H18 -0.674 -0.574 -3.951  0.15
H19 -0.012 2.030 -5.063  0.12
H20 -0.914 4.344 -5.126  0.10
H21 -3.037 4.896 -4.023  0.10
H22 -4.341 3.166 -2.828  0.10
C24 -1.656 1.503 0.405  -0.05
C25 -0.479 1.720 -0.507  -0.24
C26 -0.170 3.007 -0.939  -0.07
C27 0.926 3.249 -1.748  -0.10
C28 1.719 2.183 -2.155  -0.06
C29 1.444 0.885 -1.752  -0.24
C30 2.321 -0.260 -2.163  -0.07
C31 0.344 0.656 -0.904  -0.29
N5 0.110 -0.615 -0.402  -0.17
H23 -1.454 1.905 1.400  0.08
H24 -1.865 0.442 0.529  0.06
H25 -2.536 2.015 0.012  0.07
H26 -0.808 3.826 -0.628  0.11
H27 1.160 4.257 -2.065  0.10
H28 2.580 2.358 -2.789  0.11
H29 3.002 0.041 -2.958  0.08
H30 1.734 -1.120 -2.487  0.03
H31 2.919 -0.622 -1.322  0.06

=====

Density functional theory data (ωB97M-V/def2-TZVPD) for a structure of composition C5H8O2.

Properties
E (hartree): -345.6463
LUMO energy (eV): 1.036
Energy relative to the best compared isomer or geometry (same formula, charge and spin) (kJ/mol): 416.5
Spin multiplicity: 1
Strongest force on any atom (eV/A): 3.031

Each line ends with the Löwdin charge.
Element x y z (Å)
O1 -2.249 -0.708 -1.401  -0.05
C1 -0.871 -0.943 -1.257  -0.22
C2 -0.264 0.153 -0.450  -0.36
O2 -0.816 0.245 0.850  -0.07
C3 0.381 0.948 1.193  -0.24
C4 1.401 -0.051 1.474  -0.03
C5 1.152 0.318 0.030  -0.13
H1 -2.588 -0.472 -0.523  0.09
H2 -0.671 -1.920 -0.795  0.13
H3 -0.398 -0.945 -2.239  0.13
H4 -0.538 1.298 -0.901  0.20
H5 0.073 1.998 0.884  0.18
H6 1.090 -1.008 1.889  0.12
H7 2.369 0.297 1.803  0.11
H8 1.930 0.792 -0.560  0.14

=====

Density functional theory data (ωB97M-V/def2-TZVPD) for a structure of composition C25H40N7O3ReS.

Properties
E (hartree): -2061.3067
LUMO energy (alpha / beta) (eV): -10.670 / -10.438
Energy relative to the best compared isomer or geometry (same formula, charge and spin) (kJ/mol): 0.0
Spin multiplicity: 2
Strongest force on any atom (eV/A): 0.978
Charge: +3

Each line ends with the Mulliken spin population.
Element x y z (Å)
Re1 0.097 -0.268 0.097  0.96
O1 -3.453 1.539 0.238  0.00
C1 -2.273 1.374 0.222  -0.01
N1 -1.601 0.358 -0.525  -0.05
C2 -1.979 0.139 -1.883  0.03
O2 -3.099 0.079 -2.284  -0.01
C3 -0.733 0.012 -2.713  0.00
C4 -0.766 0.049 -4.096  -0.01
C5 0.440 0.009 -4.783  0.01
C6 1.619 -0.086 -4.057  0.00
C7 1.567 -0.146 -2.672  -0.01
N2 0.413 -0.082 -2.003  -0.03
C8 -1.248 2.228 0.920  0.02
C9 -1.598 3.392 1.574  0.00
C10 -0.580 4.191 2.084  0.00
C11 0.733 3.792 1.901  0.00
C12 0.996 2.598 1.243  0.01
N3 0.027 1.817 0.772  0.00
H1 -1.720 0.127 -4.598  0.00
H2 0.459 0.058 -5.861  0.00
H3 2.578 -0.113 -4.552  0.00
H4 2.471 -0.246 -2.088  0.00
H5 -2.641 3.668 1.642  0.00
H6 -0.810 5.115 2.591  0.00
H7 1.556 4.400 2.250  0.00
H8 2.015 2.285 1.068  0.00
C13 4.082 -2.934 -3.756  0.00
C14 4.822 -3.160 -2.444  0.00
C15 4.115 -4.090 -1.464  0.00
C16 2.813 -3.559 -0.885  0.00
N4 1.730 -3.669 -1.857  0.00
C17 0.492 -3.269 -1.695  0.01
S1 -0.061 -2.607 -0.140  0.00
N5 -0.434 -3.426 -2.635  0.00
C18 -0.239 -4.118 -3.916  0.00
C19 -0.297 -5.641 -3.788  0.00
C20 -0.055 -6.323 -5.135  0.00
C21 -0.203 -7.830 -5.045  0.00
H9 4.677 -2.329 -4.435  0.00
H10 3.123 -2.424 -3.613  0.00
H11 3.889 -3.880 -4.264  0.00
H12 5.024 -2.204 -1.954  0.00
H13 5.800 -3.590 -2.661  0.00
H14 4.773 -4.301 -0.620  0.00
H15 3.924 -5.060 -1.931  0.00
H16 2.920 -2.501 -0.620  0.00
H17 2.536 -4.121 0.010  0.00
H18 1.943 -4.210 -2.690  0.00
H19 -1.387 -3.235 -2.358  0.00
H20 0.710 -3.781 -4.345  0.00
H21 -1.021 -3.751 -4.584  0.00
H22 -1.273 -5.930 -3.394  0.00
H23 0.445 -5.986 -3.061  0.00
H24 0.947 -6.070 -5.497  0.00
H25 -0.760 -5.926 -5.872  0.00
H26 0.482 -8.249 -4.307  0.00
H27 0.012 -8.297 -6.002  0.00
H28 -1.220 -8.105 -4.759  0.00
N6 2.199 -0.300 0.827  0.01
H29 2.464 -1.270 1.017  0.01
H30 2.229 0.178 1.732  0.00
H31 2.946 0.100 0.257  0.00
C22 -2.941 -1.677 1.980  0.00
N7 -2.278 -1.065 3.122  0.00
C23 -3.075 -1.047 4.347  0.00
C24 -1.041 -0.628 3.120  0.00
C25 -0.412 -0.145 4.388  0.01
O3 -0.311 -0.610 2.074  0.05
H32 -3.774 -1.049 1.659  0.00
H33 -3.326 -2.648 2.292  0.00
H34 -2.240 -1.822 1.159  0.00
H35 -4.104 -1.265 4.074  0.00
H36 -3.035 -0.065 4.814  0.00
H37 -2.720 -1.809 5.040  0.00
H38 -0.855 0.806 4.686  0.00
H39 0.654 -0.006 4.238  0.00
H40 -0.569 -0.847 5.205  0.00

=====

Density functional theory data (ωB97M-V/def2-TZVPD) for the molecule C4H8OS.

Properties
E (hartree): -630.6014
LUMO energy (eV): 0.830
Energy relative to the best compared isomer or geometry (same formula, charge and spin) (kJ/mol): 88.1
Structure (SMILES): CSCC(C)=O
Spin multiplicity: 1
Strongest force on any atom (eV/A): 3.503

Each line ends with the Löwdin charge.
Element x y z (Å)
C1 -0.963 -1.666 -2.005  -0.41
S1 0.365 -0.657 -1.233  0.75
C2 -0.574 0.470 -0.009  -0.36
C3 0.446 1.350 0.882  -0.45
C4 1.301 0.697 1.928  -0.03
O1 0.569 2.505 0.461  0.04
H1 -0.403 -2.328 -2.691  0.04
H2 -1.712 -0.954 -2.419  0.05
H3 -1.453 -2.258 -1.328  -0.01
H4 -1.196 -0.146 0.586  0.05
H5 -1.131 1.195 -0.615  0.07
H6 1.502 1.373 2.737  0.07
H7 0.916 -0.263 2.248  0.08
H8 2.332 0.680 1.458  0.12

=====

Density functional theory data (ωB97M-V/def2-TZVPD) for a cluster of 2 separate species, C10H16 in total.

Properties
E (hartree): -390.6002
LUMO energy (eV): 0.969
Energy relative to the best compared isomer or geometry (same formula, charge and spin) (kJ/mol): 93.8
Structure (SMILES): Cc1ccccc1.CCC
Spin multiplicity: 1
Strongest force on any atom (eV/A): 2.787

Each line ends with the Löwdin charge.
Element x y z (Å)
C1 2.998 0.082 1.371  -0.06
C2 1.762 -0.778 1.271  -0.28
C3 1.830 -2.033 0.661  -0.05
C4 0.690 -2.830 0.661  -0.10
C5 -0.502 -2.402 1.215  -0.10
C6 -0.553 -1.187 1.934  -0.08
C7 0.592 -0.414 1.925  -0.07
H1 3.522 0.036 2.323  0.08
H2 2.690 1.136 1.366  0.08
H3 3.623 -0.089 0.501  0.07
H4 2.773 -2.365 0.251  0.11
H5 0.670 -3.760 0.100  0.10
H6 -1.380 -3.030 1.125  0.10
H7 -1.411 -1.205 2.597  0.10
H8 0.504 0.573 2.371  0.11
C8 -0.872 0.732 -2.226  -0.13
C9 -1.920 1.364 -1.298  -0.31
C10 -2.132 2.830 -1.729  -0.12
H9 -1.467 0.527 -3.121  0.07
H10 -0.005 1.348 -2.479  0.06
H11 -0.338 -0.169 -1.904  0.06
H12 -1.651 1.221 -0.250  0.08
H13 -2.846 0.791 -1.319  0.09
H14 -1.304 3.193 -2.329  0.06
H15 -2.155 3.477 -0.844  0.06
H16 -3.119 2.950 -2.173  0.06